Density functional theory data (the ωB97M-V functional and the def2-TZVPD basis) for a structure of composition C34H46N2O24S3.

Output
lowest unoccupied orbital energy = -0.5 eV
HOMO = -9.8 eV
calculated total energy = -4432.7660 a.u.

Geometry as XYZ:
```
109
Properties=species:S:1:pos:R:3:forces:R:3
C -1.511 0.235 0.487 -0.52 -0.68 -0.76
C -0.732 -1.040 0.833 -0.02 -0.24 -1.27
O 0.298 -0.656 1.736 0.85 0.32 0.51
S 0.705 0.857 1.520 -2.01 -0.30 -1.00
O 1.558 1.089 0.403 0.28 -0.48 -0.24
O 1.035 1.446 2.753 0.23 0.19 0.81
O -0.783 1.289 1.087 0.26 1.00 0.50
H -2.559 0.188 0.777 0.23 0.40 0.82
H -1.576 0.350 -0.598 0.49 0.18 0.01
H -0.296 -1.389 -0.105 0.21 -0.32 0.25
H -1.323 -1.827 1.280 0.04 0.09 0.24
C -3.045 -4.479 -0.575 -0.31 0.66 0.32
C -3.284 -5.928 -0.141 0.50 -0.06 -1.73
O -2.623 -6.101 1.088 -0.41 -0.03 1.01
S -1.473 -5.028 1.350 -0.50 -0.10 -1.83
O -0.234 -5.614 0.995 0.47 -0.12 0.45
O -1.701 -4.364 2.567 0.08 0.10 0.71
O -1.873 -4.065 0.132 0.27 0.01 0.06
H -3.826 -3.759 -0.324 -0.17 -0.30 0.14
H -2.852 -4.387 -1.643 0.12 -0.13 0.03
H -2.804 -6.563 -0.894 0.06 -0.14 0.22
H -4.328 -6.227 -0.133 -0.08 0.17 0.64
C 5.077 0.011 -0.020 0.74 -0.36 0.16
C 4.575 0.556 1.360 0.37 -1.54 -1.45
O 5.577 0.159 2.315 0.58 0.62 0.16
S 6.575 -0.908 1.662 -0.05 0.63 0.01
O 5.962 -2.183 1.732 -0.27 -0.36 -0.24
O 7.898 -0.735 2.122 0.18 0.23 0.29
O 6.479 -0.275 0.217 0.03 -0.59 -0.11
H 5.138 0.736 -0.824 -0.50 0.16 0.10
H 4.582 -0.906 -0.331 -0.09 0.16 0.01
H 3.716 -0.038 1.649 -0.63 0.83 -0.12
H 4.503 1.617 1.154 -0.28 0.25 1.34
C -2.221 -1.936 7.097 0.92 -0.49 0.02
C -3.567 -2.184 6.944 -0.34 0.47 -0.37
C -4.166 -1.956 5.708 -0.75 -0.24 0.49
C -3.403 -1.658 4.604 0.43 0.57 0.67
C -2.027 -1.567 4.727 0.16 0.38 -0.30
C -1.442 -1.657 5.978 -0.13 -0.51 -0.74
N -4.032 -1.277 3.347 -0.01 -0.94 -0.28
O -5.156 -0.835 3.371 -0.07 0.15 0.02
O -3.389 -1.498 2.330 -0.12 0.30 -0.04
H -1.704 -2.047 8.042 -0.27 -0.01 0.12
H -4.216 -2.486 7.753 0.19 0.08 0.21
H -5.248 -2.010 5.675 0.07 -0.01 -0.38
H -1.404 -1.347 3.869 -0.11 -0.08 -0.06
H -0.360 -1.637 5.958 0.00 0.28 0.61
C -1.559 3.661 -1.757 -1.24 -0.46 0.08
C -1.409 4.772 -0.940 0.64 -0.52 -0.05
C -2.279 5.833 -1.037 -0.04 0.74 0.06
C -3.280 5.808 -1.991 0.02 -0.29 -0.07
C -3.485 4.702 -2.785 -0.03 -0.20 -0.27
C -2.637 3.620 -2.640 0.48 0.00 -0.30
N -4.162 6.967 -2.175 0.07 0.09 0.88
O -3.816 8.011 -1.657 0.01 0.06 -0.17
O -5.203 6.799 -2.770 -0.16 0.00 -0.37
H -1.026 2.729 -1.620 0.60 0.35 -0.04
H -0.570 4.810 -0.258 -0.17 0.02 0.22
H -2.181 6.681 -0.373 0.00 0.07 -0.14
H -4.280 4.671 -3.516 -0.05 0.16 0.06
H -2.764 2.768 -3.296 -0.06 -0.07 0.14
O 2.110 -2.479 0.566 -0.19 0.02 -0.11
C 2.318 -2.913 -0.527 0.64 -0.39 0.44
O 3.359 -2.453 -1.276 0.02 -0.23 -0.32
C 3.199 -2.905 -2.637 -0.44 0.74 0.22
C 2.353 -4.182 -2.578 0.14 0.67 -1.00
C 1.635 -4.050 -1.249 -0.85 -0.48 0.12
H 4.150 -2.954 -3.161 0.20 -0.26 0.38
H 2.626 -2.096 -3.108 -0.02 -0.24 -0.24
H 2.945 -5.085 -2.699 0.06 -0.01 0.29
H 1.725 -4.087 -3.468 -0.35 -0.47 0.25
H 1.627 -4.965 -0.656 0.56 0.14 0.21
H 0.553 -3.876 -1.285 0.13 0.46 -0.38
O -1.561 -1.541 -2.384 0.19 -0.01 0.07
C -1.465 -1.755 -3.559 -0.50 0.29 -0.17
O -0.302 -1.640 -4.227 0.28 0.16 0.12
C -0.372 -2.240 -5.519 -0.57 -1.02 -0.27
C -1.852 -2.650 -5.756 0.07 -0.02 -0.09
C -2.581 -2.126 -4.520 0.63 -0.11 -0.08
H 0.223 -3.153 -5.461 0.24 0.14 -0.16
H 0.017 -1.609 -6.312 0.11 0.38 0.31
H -1.908 -3.730 -5.879 -0.11 0.00 0.17
H -2.270 -2.215 -6.660 0.14 0.05 -0.04
H -3.246 -2.819 -4.015 -0.21 0.05 -0.17
H -3.095 -1.206 -4.795 -0.25 0.01 0.36
O 1.908 3.831 -4.541 -0.20 0.46 0.21
C 2.137 2.779 -4.036 0.44 -0.65 -0.83
O 1.177 1.854 -3.786 -0.11 -0.03 0.27
C 1.779 0.610 -3.332 -0.20 0.83 -0.01
C 3.147 1.047 -2.774 -1.55 -0.98 -0.89
C 3.490 2.137 -3.776 0.77 0.21 0.96
H 1.835 -0.038 -4.209 0.13 -0.14 0.15
H 1.103 0.199 -2.585 0.06 -0.18 -0.04
H 3.752 0.144 -2.735 0.50 0.35 0.22
H 2.886 1.444 -1.793 0.65 0.07 0.16
H 3.896 1.788 -4.728 -0.23 -0.29 -0.02
H 4.253 2.811 -3.385 -0.33 0.36 -0.09
O -1.424 5.749 3.771 -0.12 0.13 0.14
C -0.325 5.425 4.106 0.25 0.00 -0.29
O -0.083 4.581 5.131 -0.17 -0.67 -0.40
C 1.228 4.002 5.010 0.64 0.91 1.01
C 2.031 4.917 4.068 0.18 0.01 -0.48
C 1.000 5.891 3.506 -0.95 0.20 0.56
H 1.224 2.960 4.704 -0.49 0.04 -0.22
H 1.647 4.064 6.016 0.03 -0.25 -0.04
H 2.547 4.325 3.314 -0.09 0.08 -0.10
H 2.785 5.481 4.613 0.08 -0.16 0.06
H 0.831 6.041 2.444 0.47 -0.34 -0.14
H 1.123 6.888 3.937 0.15 0.02 -0.13
```
Forces are in eV/Å.

***

Density functional theory data (the ωB97M-V functional and the def2-TZVPD basis) for a structure of composition C34H47BrCaN5O7S.

Output
lowest unoccupied orbital energy = 2.4 eV
HOMO = -4.9 eV
calculated total energy = -5774.2750 a.u.
net charge = -1

Geometry as XYZ:
```
96
Properties=species:S:1:pos:R:3:forces:R:3
Ca 0.814 0.322 0.677 1.52 -0.84 1.03
N 2.151 -1.710 0.563 -0.17 -0.56 -0.28
C 3.240 -2.259 1.349 0.49 -0.15 0.11
C 4.375 -1.251 1.511 -0.27 0.03 0.16
C 3.969 0.012 2.265 0.41 -0.14 0.21
N 3.090 0.830 1.450 0.23 0.62 0.05
H 1.489 -2.454 0.347 0.08 0.06 0.00
H 2.539 -1.386 -0.319 0.19 -0.05 -0.15
H 3.663 -3.170 0.885 -0.14 0.12 0.15
H 2.849 -2.542 2.334 0.07 -0.01 -0.02
H 4.720 -0.946 0.521 0.12 -0.11 -0.06
H 5.203 -1.734 2.034 0.03 0.00 0.00
H 4.895 0.548 2.551 -0.28 -0.11 0.02
H 3.439 -0.269 3.183 0.07 0.08 0.03
H 3.454 0.906 0.503 0.10 0.03 -0.03
H 2.999 1.771 1.818 -0.01 0.03 0.00
C -1.504 -4.434 -6.081 0.02 -0.02 0.04
C -1.440 -4.281 -4.592 -0.02 0.00 0.00
C -2.588 -4.044 -3.849 0.09 0.00 -0.06
C -2.508 -3.790 -2.489 -0.10 -0.05 0.22
C -1.272 -3.776 -1.866 -0.21 0.35 0.36
C -0.122 -4.046 -2.591 0.18 -0.06 0.11
C -0.209 -4.309 -3.943 -0.12 0.01 0.04
S -1.075 -3.037 -0.244 0.09 -0.34 0.09
O 0.082 -3.667 0.375 -0.11 -0.12 -0.27
O -2.326 -3.324 0.526 0.24 -0.08 -0.99
N -0.815 -1.532 -0.492 0.59 -0.73 0.39
C -1.945 -0.826 -1.034 -0.72 0.59 -0.25
C -1.915 0.700 -0.692 -1.25 -0.41 -0.72
O -2.874 1.374 -1.069 -0.16 -0.10 -0.15
O -0.933 1.107 -0.036 -1.03 0.89 -0.31
H -2.528 -4.581 -6.416 -0.07 0.01 -0.09
H -0.904 -5.277 -6.414 0.06 -0.07 -0.09
H -1.107 -3.533 -6.551 -0.01 0.02 -0.14
H -3.548 -4.020 -4.345 -0.09 -0.03 -0.02
H -3.397 -3.604 -1.906 -0.08 0.10 0.03
H 0.832 -4.032 -2.085 0.09 0.05 0.00
H 0.688 -4.499 -4.517 0.11 -0.01 -0.02
H -2.890 -1.234 -0.642 0.00 0.31 -0.12
H -1.999 -0.920 -2.131 -0.06 0.10 0.12
C -2.882 -2.376 3.842 -0.35 -0.06 0.41
N -1.944 -2.071 2.763 -0.28 -0.35 -0.38
C -0.579 -2.435 3.146 0.70 -0.17 0.23
C -2.014 -0.648 2.301 -0.01 0.69 -0.03
C -1.328 0.324 3.218 -0.10 -0.02 0.15
C -2.062 0.871 4.268 -0.17 0.05 -0.02
C -1.466 1.772 5.130 -0.18 0.03 0.18
C -0.133 2.091 4.935 0.13 0.21 0.19
C 0.578 1.527 3.888 -0.05 -0.21 -0.01
C 0.020 0.637 2.955 -0.33 -0.06 0.81
H -2.780 -3.420 4.141 0.05 0.05 -0.12
H -3.906 -2.199 3.513 0.08 0.03 -0.07
H -2.667 -1.741 4.704 0.02 -0.01 -0.10
H -2.185 -2.656 1.877 0.09 0.36 0.66
H -0.281 -1.876 4.035 -0.07 -0.05 -0.14
H 0.090 -2.181 2.325 -0.01 -0.05 0.18
H -0.531 -3.509 3.335 -0.07 0.04 -0.09
H -3.070 -0.404 2.148 0.04 -0.14 -0.02
H -1.493 -0.616 1.346 -0.36 -0.24 0.21
H -3.116 0.631 4.389 -0.01 -0.02 0.01
H -2.034 2.214 5.939 0.00 0.06 0.02
H 0.343 2.812 5.592 0.06 -0.02 0.06
H 1.618 1.810 3.792 0.17 0.13 -0.07
O 1.284 3.556 1.654 0.22 -0.22 -0.35
C 0.271 4.193 1.819 -0.40 0.16 0.59
C -1.127 3.664 1.687 0.03 -0.26 -0.19
C -1.826 4.432 0.542 0.03 -0.11 -0.08
C -0.859 4.982 -0.521 -0.20 0.24 -0.04
C -0.220 6.346 -0.202 0.28 -0.14 0.08
C 0.846 6.294 0.903 -0.03 0.37 -0.38
N 0.328 5.577 2.053 0.03 -0.01 0.46
H -1.672 3.772 2.626 0.04 -0.04 0.10
H -1.062 2.608 1.423 -0.12 0.21 0.18
H -2.439 5.256 0.926 0.00 -0.01 0.03
H -2.493 3.724 0.046 -0.02 0.02 0.06
H -1.427 5.115 -1.443 0.04 -0.13 -0.07
H -0.093 4.231 -0.717 0.07 -0.03 -0.15
H -1.010 7.039 0.110 -0.02 0.03 -0.05
H 0.235 6.754 -1.110 -0.04 0.06 0.00
H 1.131 7.306 1.207 0.10 -0.06 -0.08
H 1.735 5.764 0.560 -0.01 0.09 0.04
H -0.580 5.948 2.316 0.05 -0.18 -0.15
Br 4.595 0.727 -4.239 0.08 0.07 -0.27
C 2.792 0.144 -4.375 0.20 -0.04 0.06
C 2.313 -0.231 -5.620 0.04 0.05 -0.01
C 1.005 -0.667 -5.732 -0.06 -0.10 -0.01
C 0.192 -0.737 -4.610 -0.07 -0.02 0.00
C 0.684 -0.350 -3.376 0.08 0.05 -0.16
C 1.994 0.095 -3.246 0.05 0.01 0.35
C 2.487 0.426 -1.837 0.75 -0.38 -1.16
O 3.577 -0.066 -1.497 0.15 -0.13 0.16
O 1.728 1.116 -1.141 -0.29 0.82 -0.30
H 2.955 -0.190 -6.488 0.05 0.06 0.00
H 0.629 -0.967 -6.700 -0.05 -0.01 -0.07
H -0.823 -1.098 -4.700 -0.11 -0.03 0.02
H 0.083 -0.402 -2.481 -0.08 0.02 -0.02
```
Forces are in eV/Å.

***

> What is the calculated total energy in the first record?

-4432.7660 a.u.

***

> Which formula does entry 1 have?

C34H46N2O24S3

***

> Among the records above, which one has the highest HOMO?

C34H47BrCaN5O7S